Entry 1:
This record from the OMol25 dataset describes a single C5H10NO2 molecule in a non-equilibrium geometry. The level of theory is ωB97M-V/def2-TZVPD.

Properties
* spin multiplicity: 2
* total charge: 0
* energy above the lowest of the compared OMol25 structures with the same formula, charge and spin: 46.5 kcal/mol
* max |F|: 2.540 eV/A
* orbital gap (spin up / spin down): 10.0 / 7.3 eV

Last column: Mulliken spin population.
CARTESIAN COORDINATES (ANGSTROEM)
C  -0.036  -0.524  -2.225  0.007
N  -0.946  -0.205  -1.113  0.001
C  -0.315  -0.380  0.221  0.136
C  1.069  0.318  0.287  -0.012
C  1.517  0.490  1.742  0.002
O  2.288  1.369  2.061  0.023
C  -1.480  0.154  1.213  0.007
O  -0.934  0.412  2.387  0.801
H  0.474  -1.493  -2.125  0.000
H  0.820  0.144  -2.344  -0.001
H  -0.713  -0.599  -3.071  0.001
H  -1.391  0.675  -1.323  0.001
H  -0.302  -1.469  0.320  -0.007
H  1.732  -0.315  -0.291  -0.001
H  1.000  1.303  -0.162  0.001
H  1.347  -0.275  2.484  0.009
H  -2.212  -0.671  1.194  0.014
H  -1.919  1.065  0.745  0.019



Entry 2:
This record from the OMol25 dataset describes 3 unconnected molecules or ions with the total composition C5H10NO2 in a non-equilibrium geometry. The level of theory is ωB97M-V/def2-TZVPD.

Properties
* spin multiplicity: 1
* total charge: +1
* energy above the lowest of the compared OMol25 structures with the same formula, charge and spin: 66.4 kcal/mol
* max |F|: 4.586 eV/A
* orbital gap: 8.5 eV

Last column: natural (NBO) charge in e.
CARTESIAN COORDINATES (ANGSTROEM)
C  3.057  -0.503  0.890  -0.368
C  2.181  0.206  1.590  -0.433
C  -1.539  -0.792  0.406  0.119
C  -0.402  -1.118  -2.196  1.020
C  -1.459  1.489  -0.437  -0.475
N  -2.022  0.218  -0.167  -0.422
O  -0.627  -0.285  -2.946  -0.478
O  -0.230  -1.990  -1.451  -0.518
H  3.737  -0.222  0.047  0.219
H  3.416  -1.377  1.338  0.193
H  1.622  -0.084  2.510  0.211
H  1.963  1.225  1.143  0.181
H  -2.116  -1.838  0.569  0.273
H  -0.633  -0.735  0.967  0.239
H  -2.059  2.289  -0.158  0.256
H  -0.384  1.747  -0.086  0.263
H  -1.454  1.730  -1.442  0.259
H  -3.050  0.040  -0.578  0.460



Entry 3:
This record from the OMol25 dataset describes 2 unconnected molecules or ions with the total composition C5H10NO2 in a non-equilibrium geometry. The level of theory is ωB97M-V/def2-TZVPD.

Properties
* spin multiplicity: 1
* total charge: +1
* energy above the lowest of the compared OMol25 structures with the same formula, charge and spin: 182.2 kcal/mol
* max |F|: 7.929 eV/A
* orbital gap (spin up / spin down): 6.7 / 6.7 eV

Last column: natural (NBO) charge in e.
CARTESIAN COORDINATES (ANGSTROEM)
C  -0.215  1.296  -0.932  -0.338
C  -0.763  0.126  -1.043  0.456
C  0.984  1.193  0.093  0.367
C  -0.002  -1.124  -0.809  -0.164
C  -0.580  -2.124  0.187  -0.655
N  1.252  -0.458  -0.322  -0.598
O  -1.470  1.686  1.270  -0.947
O  0.702  1.402  1.265  -0.534
H  -0.734  2.249  -1.009  0.327
H  1.943  1.661  -0.422  0.224
H  0.291  -1.556  -1.762  0.259
H  -1.665  -2.387  -0.163  0.270
H  -0.760  -1.569  1.134  0.254
H  0.034  -3.071  0.233  0.258
H  1.971  -0.243  -0.948  0.420
H  1.621  -1.093  0.405  0.442
H  -1.958  2.455  1.267  0.492
H  -0.648  1.559  1.557  0.466



Entry 4:
This record from the OMol25 dataset describes a gas-phase ion, C5H10NO2 (charge +1) in a non-equilibrium geometry. The level of theory is ωB97M-V/def2-TZVPD.

Properties
* spin multiplicity: 3
* total charge: +1
* energy above the lowest of the compared OMol25 structures with the same formula, charge and spin: 48.0 kcal/mol
* max |F|: 7.971 eV/A
* orbital gap (spin up / spin down): 6.2 / 8.2 eV

Last column: Mulliken spin population.
CARTESIAN COORDINATES (ANGSTROEM)
C  0.780  -1.757  -0.268  0.984
C  -0.158  -0.829  0.049  0.692
C  2.245  -0.013  -0.333  0.088
C  -1.603  -1.215  0.290  0.017
C  -0.181  1.556  -0.351  0.038
N  0.349  0.492  0.406  0.025
O  2.077  -1.319  -0.145  0.059
O  3.130  0.625  0.384  0.016
H  0.497  -2.802  -0.505  0.018
H  2.082  0.551  -1.338  -0.006
H  -1.900  -2.332  0.066  -0.002
H  -2.093  -0.542  -0.343  0.030
H  -1.804  -1.026  1.295  0.034
H  -0.223  1.254  -1.385  -0.009
H  -1.108  1.658  0.118  -0.004
H  0.214  2.553  -0.321  -0.003
H  0.051  0.753  1.433  0.023
H  3.509  0.031  1.023  0.000



Entry 5:
This record from the OMol25 dataset describes a single C5H10NO2P molecule in a non-equilibrium geometry. The level of theory is ωB97M-V/def2-TZVPD.

Properties
* spin multiplicity: 1
* total charge: 0
* energy above the lowest of the compared OMol25 structures with the same formula, charge and spin: 163.1 kcal/mol
* max |F|: 3.909 eV/A
* orbital gap (spin up / spin down): 7.5 / 7.6 eV

Last column: natural (NBO) charge in e.
CARTESIAN COORDINATES (ANGSTROEM)
C  0.376  0.075  -0.019  0.079
C  -0.845  -0.596  0.019  0.142
C  -3.041  -0.931  0.127  -0.205
C  0.431  1.555  -0.152  -0.690
C  3.766  -0.759  -0.239  -0.254
N  1.441  -0.667  -0.044  -0.126
O  -2.011  -0.093  0.182  -0.393
O  2.668  0.047  -0.054  -0.412
P  -4.547  -0.027  -0.234  0.297
H  -0.901  -1.593  -0.152  0.159
H  -2.945  -1.900  -0.218  0.170
H  -0.426  2.143  0.385  0.230
H  0.488  1.931  -1.195  0.238
H  1.395  2.030  0.303  0.248
H  3.975  -0.855  -1.267  0.168
H  3.340  -1.840  0.043  0.194
H  4.674  -0.304  0.373  0.195
H  -4.295  1.042  0.613  -0.012
H  -5.374  -0.599  0.662  -0.028



Entry 6:
This record from the OMol25 dataset describes 2 unconnected molecules or ions with the total composition C5H10NO2S in a non-equilibrium geometry. The level of theory is ωB97M-V/def2-TZVPD.

Properties
* spin multiplicity: 1
* total charge: -1
* energy above the lowest of the compared OMol25 structures with the same formula, charge and spin: 87.2 kcal/mol
* max |F|: 4.730 eV/A
* orbital gap: 6.1 eV

Last column: natural (NBO) charge in e.
CARTESIAN COORDINATES (ANGSTROEM)
C  -0.831  0.051  1.903  -0.102
C  -0.931  -1.235  1.115  0.021
C  0.659  0.224  0.180  0.408
C  2.157  0.170  0.209  -0.640
C  -0.083  0.981  -0.899  -0.663
N  -0.028  -1.288  0.182  0.097
O  0.593  -2.160  -0.460  -0.580
O  0.325  0.689  1.500  -0.548
S  -3.265  -0.699  -0.533  -1.017
H  -1.778  0.758  1.794  0.187
H  -0.633  -0.224  2.876  0.177
H  -1.446  -2.117  1.511  0.225
H  2.643  1.122  0.518  0.214
H  2.574  -0.056  -0.787  0.215
H  2.432  -0.561  0.925  0.226
H  -1.097  1.160  -0.553  0.269
H  0.134  0.461  -1.844  0.224
H  0.364  1.867  -1.065  0.190
H  -2.986  -1.414  -1.612  0.098



Q: Look up the energy above the lowest of the compared OMol25 structures with the same formula, charge and spin of the fourth one.
A: 48.0 kcal/mol



Q: Which formula does entry 6 have?
A: C5H10NO2S



Q: energy above the lowest of the compared OMol25 structures with the same formula, charge and spin of number 4 (C5H10NO2)?
A: 48.0 kcal/mol